# 1
A structure of composition C24H21BrIN2O5Tb, computed with wB97M-V/def2-TZVPD.

Its total charge is 0. The expectation value of S² is 12.61. Its LUMO energy (spin up / spin down) is 0.0008 / 0.0030 Eh. As for the HOMO energy (spin up / spin down): -7.95 / -7.96 eV. The spin multiplicity is 7.

Atoms and positions in Å:
Tb: -0.270 0.120 -0.168
I: -1.297 -2.809 0.317
Br: -3.098 -5.711 1.002
O: -1.177 0.475 1.727
O: -2.186 -0.331 -1.308
O: -0.920 1.333 -1.977
O: 1.658 0.166 -1.113
O: -0.271 -1.629 -2.545
N: 1.287 -0.352 1.518
N: 0.627 -0.607 2.736
C: -1.486 0.226 -2.208
C: -2.835 -0.649 3.682
C: -0.069 0.053 -4.287
C: -1.725 -1.431 6.104
C: 0.694 -4.749 3.568
C: -1.457 -0.616 3.857
C: -0.059 -5.893 3.784
C: 5.654 -0.752 -0.519
C: -0.902 -1.008 5.073
C: -1.003 -0.673 -3.350
C: -0.603 -0.203 2.711
C: -1.176 -6.145 3.002
C: 3.857 0.012 -1.956
C: 2.930 -0.105 -0.910
C: 2.529 -0.641 1.507
C: 5.186 -0.306 -1.761
C: 4.753 -0.853 0.517
C: -1.544 -5.256 2.000
C: -3.659 -1.087 4.713
C: -0.784 -4.110 1.786
C: -2.158 -1.347 -4.057
C: 0.334 -3.856 2.568
C: -3.105 -1.476 5.925
C: 3.401 -0.528 0.345
H: -1.289 -1.727 7.051
H: 0.242 -0.622 -5.090
H: 0.215 -6.594 4.563
H: -1.775 -7.032 3.164
H: -0.562 0.914 -4.741
H: 5.084 -1.188 1.497
H: -3.744 -1.811 6.733
H: 0.894 -2.943 2.424
H: -2.837 -1.805 -3.340
H: -3.249 -0.334 2.734
H: 0.263 -2.187 -3.123
H: 0.173 -0.978 5.196
H: 6.696 -1.008 -0.375
H: -2.719 -0.629 -4.661
H: 5.881 -0.206 -2.588
H: -4.732 -1.120 4.569
H: 1.562 -4.539 4.181
H: 2.963 -0.993 2.444
H: -1.772 -2.120 -4.726
H: 0.805 0.409 -3.745
H: 3.495 0.356 -2.917

Electronic structure analysis, Mulliken charges in units of e: number 1, Tb, carries 0.646; number 2, I, carries 0.609; number 3, Br, carries -0.197; number 4, O, carries -0.624; number 5, O, carries -0.638; number 6, O, carries -0.690; number 7, O, carries -0.371; number 8, O, carries -0.389; number 9, N, carries 0.109; number 10, N, carries -0.671; number 11, C, carries 0.603; number 12, C, carries -0.489; number 13, C, carries -1.520; number 14, C, carries -0.675; number 15, C, carries -0.752; number 16, C, carries 0.532; number 17, C, carries -0.621; number 18, C, carries -0.738; number 19, C, carries -0.157; number 20, C, carries 1.746; number 21, C, carries 0.304; number 22, C, carries -0.437; number 23, C, carries -0.627; number 24, C, carries 0.472; number 25, C, carries -0.284; number 26, C, carries -0.464; number 27, C, carries -0.688; number 28, C, carries -0.339; number 29, C, carries -0.698; number 30, C, carries 0.629; number 31, C, carries -1.758; number 32, C, carries -0.029; number 33, C, carries -0.369; number 34, C, carries 0.669; number 35, H, carries 0.399; number 36, H, carries 0.432; number 37, H, carries 0.372; number 38, H, carries 0.392; number 39, H, carries 0.379; number 40, H, carries 0.352; number 41, H, carries 0.391; number 42, H, carries 0.278; number 43, H, carries 0.364; number 44, H, carries 0.454; number 45, H, carries 0.294; number 46, H, carries 0.407; number 47, H, carries 0.397; number 48, H, carries 0.386; number 49, H, carries 0.381; number 50, H, carries 0.402; number 51, H, carries 0.410; number 52, H, carries 0.360; number 53, H, carries 0.421; number 54, H, carries 0.218; number 55, H, carries 0.418

=====

# 2
A cluster of 2 separate species, C9H10ClN2O9P2 in total, computed with wB97M-V/def2-TZVPD.

Its total charge is -1. Its LUMO energy is 0.0840 Eh. As for the HOMO energy: -5.07 eV. The spin multiplicity is 1.

Atoms and positions in Å:
Cl: 1.438 0.999 -3.436
P: 0.490 -0.828 -3.059
P: -2.953 -2.140 -0.908
O: 1.360 0.789 2.692
O: -3.362 1.105 -0.943
O: -3.986 -1.621 -0.031
O: -1.845 -2.871 0.009
O: -3.653 -3.213 -1.897
O: -3.652 0.693 -3.063
O: 1.656 -1.804 -2.390
O: 3.226 0.289 1.568
O: 1.347 -0.900 1.207
N: -0.225 1.978 -0.792
N: -2.316 -1.872 -4.388
C: -2.201 -0.785 -1.977
C: 1.920 -0.030 1.768
C: 1.965 2.861 3.804
C: -0.476 0.935 -1.199
C: 3.454 1.541 2.224
C: -0.708 -0.462 -1.579
C: 2.427 1.506 3.327
C: -3.157 0.475 -1.966
C: -2.211 -1.368 -3.356
H: -0.331 -1.090 -0.771
H: 3.281 2.343 1.503
H: -4.289 -2.713 -2.424
H: 4.475 1.604 2.594
H: 1.704 3.504 2.962
H: -1.216 -3.388 -0.509
H: 2.772 0.906 4.175
H: 1.252 -2.558 -1.953
H: 2.744 3.351 4.390
H: 1.070 2.764 4.418

Electronic structure analysis, Mulliken charges in units of e: number 1, Cl, carries -0.263; number 2, P, carries 0.316; number 3, P, carries 0.766; number 4, O, carries -0.312; number 5, O, carries -0.632; number 6, O, carries -0.657; number 7, O, carries -0.475; number 8, O, carries -0.564; number 9, O, carries -0.719; number 10, O, carries -0.478; number 11, O, carries -0.305; number 12, O, carries -0.546; number 13, N, carries -0.540; number 14, N, carries -0.587; number 15, C, carries 1.531; number 16, C, carries 0.594; number 17, C, carries -1.458; number 18, C, carries -0.479; number 19, C, carries -0.522; number 20, C, carries 0.650; number 21, C, carries 0.527; number 22, C, carries 0.177; number 23, C, carries -0.323; number 24, H, carries 0.323; number 25, H, carries 0.318; number 26, H, carries 0.364; number 27, H, carries 0.296; number 28, H, carries 0.355; number 29, H, carries 0.311; number 30, H, carries 0.263; number 31, H, carries 0.330; number 32, H, carries 0.382; number 33, H, carries 0.356

=====

# 3
A cluster of 6 separate species, C3H20N2O5 in total, computed with wB97M-V/def2-TZVPD.

As for the SMILES: C[C@H](N)CN.O.O.O.O.O. Its total charge is 0. Its LUMO energy is 0.0087 Eh. As for the HOMO energy: -8.80 eV. The spin multiplicity is 1.

Atoms and positions in Å:
O: -1.007 1.429 -1.598
O: 4.283 1.644 0.964
O: -3.071 -0.217 -0.737
O: -0.180 -1.105 -2.128
O: -2.027 -2.935 -1.773
N: 1.605 -0.089 0.250
N: -0.059 -1.823 1.891
C: -0.399 -0.426 1.578
C: 0.750 0.521 1.353
C: 0.419 1.959 1.085
H: -3.696 0.479 -1.077
H: 0.923 -1.942 1.432
H: 1.826 0.571 -0.490
H: -0.986 1.918 -2.447
H: 3.519 1.178 0.772
H: 1.375 0.270 2.332
H: 1.118 2.482 0.282
H: -1.059 -0.329 0.690
H: -2.043 -3.406 -0.984
H: -2.256 0.331 -0.978
H: -1.023 0.029 2.348
H: 0.234 -1.956 2.871
H: 0.628 2.592 1.940
H: -0.227 -1.094 -3.105
H: -0.451 0.708 -1.829
H: -1.033 -1.590 -1.856
H: 1.352 -0.933 -0.124
H: -0.660 2.114 0.726
H: 4.821 1.889 0.305
H: -2.678 -2.270 -1.694

Electronic structure analysis, Mulliken charges in units of e: number 1, O, carries -0.568; number 2, O, carries -0.657; number 3, O, carries -0.668; number 4, O, carries -0.705; number 5, O, carries -0.687; number 6, N, carries -0.688; number 7, N, carries -0.612; number 8, C, carries -0.988; number 9, C, carries 0.912; number 10, C, carries -1.252; number 11, H, carries 0.316; number 12, H, carries 0.306; number 13, H, carries 0.255; number 14, H, carries 0.258; number 15, H, carries 0.366; number 16, H, carries 0.268; number 17, H, carries 0.267; number 18, H, carries 0.070; number 19, H, carries 0.335; number 20, H, carries 0.314; number 21, H, carries 0.485; number 22, H, carries 0.319; number 23, H, carries 0.349; number 24, H, carries 0.282; number 25, H, carries 0.305; number 26, H, carries 0.410; number 27, H, carries 0.142; number 28, H, carries 0.260; number 29, H, carries 0.273; number 30, H, carries 0.334

=====

| no. | total energy (a.u.) |
| --- | --- |
| 1 | -5109.094011 |
| 2 | -2278.713615 |
| 3 | -611.947464 |